# 1
DFT (ωB97M-V/def2-TZVPD) results for a 2-piece molecular cluster, C3H5Br2Cl3 overall at a distorted geometry.

Each line ends with the Mulliken charge.
CARTESIAN COORDINATES (ANGSTROEM)
1 Cl 0.958374 -1.732331 -1.186701  -0.125
2 C 2.572613 -2.450201 -1.027837  0.044
3 Cl 2.511314 -4.154013 -1.588868  -0.126
4 Cl 3.144137 -2.350838 0.613740  -0.107
5 H 3.233851 -1.905370 -1.686311  0.295
6 Br -2.663596 3.253745 1.583437  -0.125
7 C -2.030748 1.434134 1.191537  -0.592
8 C -1.167033 1.304213 -0.029307  -0.272
9 Br 0.401199 2.555946 0.047770  -0.138
10 H -2.982004 0.938518 1.009984  0.339
11 H -1.598320 1.116271 2.130352  0.366
12 H -1.662667 1.663391 -0.921648  0.363
13 H -0.717126 0.326539 -0.136154  0.079

Force components x, y, z for each atom (eV/Å):
Cl 0.094 0.016 -0.012
C -0.465 -0.547 -0.377
Cl 0.130 0.512 0.155
Cl 0.143 0.039 0.197
H 0.089 -0.018 0.027
Br 0.185 -0.106 -0.222
C -0.751 0.412 0.094
C 0.904 1.464 0.237
Br -0.386 -0.619 0.058
H 0.172 -0.390 0.081
H 0.259 -0.254 -0.129
H -0.206 -0.338 -0.089
H -0.168 -0.170 -0.020

**Maximum force**: 1.74 eV Å⁻¹
**Energy relative to the best compared isomer or geometry (same formula, charge and spin)**: 6.4 kcal per mole
**Electronic energy**: -180844.148 eV
**Net charge**: 0
**E_LUMO**: 0.43 eV
**Structure (SMILES)**: ClC(Cl)Cl.BrCCBr
**Frontier orbital gap**: 10.44 eV


# 2
DFT (ωB97M-V/def2-TZVPD) results for a 2-piece molecular cluster, C3H9N4 overall at a distorted geometry.

Each line ends with the Mulliken charge.
CARTESIAN COORDINATES (ANGSTROEM)
1 C 0.829128 1.256145 0.823646  0.152
2 C 1.423669 1.153784 -0.541049  -1.015
3 C -1.101423 -1.844049 0.189612  -0.578
4 N -1.791639 0.386812 -0.271302  1.014
5 N -2.407714 1.364573 -0.552041  -0.677
6 N -0.342850 0.965835 1.168889  -0.417
7 N -1.562150 -0.748316 -0.554412  -0.154
8 H 1.537136 1.643058 1.547079  0.406
9 H 1.842559 2.037153 -0.974055  0.362
10 H 0.684146 0.771528 -1.323784  0.246
11 H 2.229559 0.400632 -0.513816  0.307
12 H -0.004496 -1.592395 0.335567  0.261
13 H -1.052115 -2.814250 -0.365730  0.291
14 H -1.648788 -2.180674 1.030503  0.304
15 H -2.069970 2.275080 -0.506351  0.314
16 H -0.725790 1.031209 2.158588  0.185

Force components x, y, z for each atom (eV/Å):
C 0.975 0.939 0.445
C -1.558 -2.130 -1.431
C 2.945 -1.618 -0.449
N 0.369 -1.372 -1.265
N -1.662 -2.416 -0.095
N -1.368 -0.437 0.995
N -1.559 1.807 -0.658
H 0.137 0.079 0.448
H 0.289 0.851 0.336
H 0.785 0.422 1.088
H -0.145 0.303 0.118
H -1.158 -0.438 0.649
H -0.237 1.283 -0.574
H -0.577 0.739 1.367
H 1.340 1.792 0.466
H 1.425 0.196 -1.441

**Maximum force**: 3.39 eV Å⁻¹
**Energy relative to the best compared isomer or geometry (same formula, charge and spin)**: 136.3 kcal per mole
**Electronic energy**: -9205.713 eV
**Net charge**: +1
**E_LUMO (alpha / beta)**: -5.07 / -5.07 eV
**Frontier orbital gap (alpha / beta)**: 9.55 / 9.56 eV


# 3
DFT (ωB97M-V/def2-TZVPD) results for C20H33Cl2N4O3SSr as an isolated structure at a distorted geometry.

Each line ends with the Mulliken charge.
CARTESIAN COORDINATES (ANGSTROEM)
1 O 3.030675 0.989669 -3.910685  -0.449
2 C 2.847098 1.232385 -5.084860  -0.099
3 C 2.909298 2.593894 -5.706409  0.663
4 C 3.184261 3.712269 -4.902662  -0.407
5 H 3.354983 3.581414 -3.828709  0.413
6 C 3.234583 4.981332 -5.486559  -0.356
7 H 3.446678 5.858293 -4.869331  0.351
8 C 3.012579 5.130195 -6.865372  -0.366
9 H 3.051795 6.123307 -7.322586  0.337
10 C 2.739812 4.008199 -7.663439  -0.454
11 H 2.567233 4.120863 -8.734456  0.345
12 C 2.688947 2.741924 -7.083818  -0.535
13 H 2.478989 1.852857 -7.679797  0.288
14 H 2.627174 0.432222 -5.833952  0.244
15 C -2.508105 0.699009 -1.850342  -1.668
16 C -2.542142 -0.105105 -0.658457  0.191
17 H -3.564388 0.728430 -2.097607  0.641
18 H -1.938210 0.197943 -2.624331  0.161
19 H -2.116665 1.692975 -1.684031  0.167
20 C -3.228989 -0.877047 0.086807  0.311
21 C -4.650230 -1.085877 -0.308185  -1.439
22 H -2.913980 -1.415789 0.981762  0.167
23 H -4.936232 -0.462176 -1.173609  0.347
24 H -5.316368 -0.842726 0.524819  0.237
25 H -4.804291 -2.135687 -0.577496  0.214
26 Sr -0.193926 0.035498 0.284208  1.104
27 Cl -0.418339 2.558461 0.680107  -0.730
28 Cl 0.827927 -0.012824 -2.074788  -0.720
29 C -2.124398 0.400390 2.610727  -0.036
30 O -1.169076 -0.386570 2.391448  -0.533
31 N -2.791565 0.173840 3.740197  0.468
32 C -2.384452 -0.942285 4.590390  -1.026
33 C -3.886616 1.002553 4.123959  -0.985
34 H -2.467685 1.235654 1.950603  0.248
35 H -1.549488 -1.486822 4.130230  0.189
36 H -3.245025 -1.611882 4.727445  0.342
37 H -2.085633 -0.548810 5.573142  0.319
38 H -4.035081 1.767886 3.349952  0.290
39 H -3.658970 1.482098 5.082744  0.320
40 H -4.788966 0.388360 4.219134  0.320
41 H 0.066023 -5.537071 1.044878  0.302
42 H 2.485605 -5.322800 0.041285  0.309
43 C -0.263791 -4.903552 0.212255  -0.884
44 C 2.044195 -4.694227 -0.736699  -0.922
45 N 0.863369 -4.085906 -0.229064  0.312
46 H -1.099837 -4.266920 0.526152  0.179
47 C 0.747448 -2.764175 -0.170183  0.460
48 O -0.327305 -2.342963 0.317690  -0.745
49 H 2.748179 -3.905213 -1.028471  0.250
50 H 1.595271 -2.138530 -0.536200  0.055
51 H -0.565467 -5.550446 -0.619946  0.313
52 H 1.783301 -5.304302 -1.605240  0.312
53 S 2.441976 -0.003203 1.373345  -0.389
54 C 2.009030 0.120165 2.984506  0.182
55 N 2.471445 -0.686845 3.993463  -0.167
56 C 2.058738 -0.256444 5.316799  -0.503
57 C 1.133411 0.905222 5.034041  -0.186
58 N 1.230482 1.081586 3.592002  0.071
59 H 3.112861 -1.429582 3.824583  0.165
60 H 2.941482 0.052823 5.886568  0.291
61 H 1.552267 -1.076246 5.834296  0.295
62 H 1.453350 1.820381 5.542791  0.308
63 H 0.091118 0.686869 5.298639  -0.023
64 H 0.743625 1.793075 3.076296  0.142

Force components x, y, z for each atom (eV/Å):
O 0.157 0.400 -1.554
C 0.157 -0.226 0.723
C -0.006 0.339 0.214
C -0.018 0.190 -0.300
H -0.139 -0.068 -0.452
C -0.040 -0.217 -0.228
H -0.088 -0.297 -0.217
C -0.020 -0.315 0.067
H -0.020 -0.347 0.175
C 0.087 0.196 0.233
H 0.045 0.027 0.283
C 0.112 0.122 0.526
H 0.018 0.223 0.079
H -0.006 0.020 0.336
C -2.036 -0.534 -0.142
C 5.507 0.891 1.462
H -0.811 0.971 -1.557
H 0.097 0.063 -0.178
H 0.193 0.257 -0.032
C -2.747 -0.266 -0.743
C -1.268 -0.792 0.163
H 0.236 -0.190 0.338
H 0.120 -0.237 0.336
H -0.420 -0.094 0.055
H -0.424 -0.162 -0.057
Sr -0.310 -0.125 -0.578
Cl -0.133 2.103 0.877
Cl 0.877 -0.361 -1.534
C 1.570 -1.811 -0.096
O -1.092 1.657 0.288
N -0.001 -0.045 0.189
C -0.431 0.237 0.170
C -0.315 0.097 0.166
H 0.486 -0.648 0.357
H -0.447 0.337 0.117
H 0.211 0.063 0.035
H -0.045 -0.148 -0.087
H -0.050 -0.215 0.307
H -0.253 0.092 -0.032
H -0.080 0.255 0.061
H -0.124 0.015 -0.053
H 0.233 -0.113 -0.158
C 0.421 -0.319 -0.187
C 0.175 -0.282 -0.144
N -0.058 -0.164 -0.047
H 0.460 -0.208 -0.206
C -2.324 0.327 1.198
O 1.940 0.002 -0.665
H -0.109 -0.310 0.028
H -0.604 -0.323 0.132
H -0.068 0.019 0.139
H 0.304 -0.107 -0.062
S 0.792 -0.086 0.866
C -0.100 0.775 1.065
N -0.705 0.568 -0.484
C 0.622 -0.735 0.021
C -0.734 0.732 -0.536
N 1.257 -1.202 -0.434
H 0.190 -0.155 -0.228
H -0.167 -0.045 0.157
H 0.070 0.149 0.135
H -0.135 -0.136 0.057
H 0.168 0.033 0.143
H -0.180 0.124 -0.507

**Maximum force**: 5.77 eV Å⁻¹
**Energy relative to the best compared isomer or geometry (same formula, charge and spin)**: 26.9 kcal per mole
**Electronic energy**: -70095.932 eV
**Net charge**: -1
**E_LUMO**: 2.23 eV
**Frontier orbital gap**: 3.27 eV